1.
A molecular structure, C19H23BrF3IrN3O10PS. Source: the OMol25 dataset; level of theory: wB97M-V/def2-TZVPD.

highest occupied orbital energy (alpha / beta) = -9.050 / -12.111 eV
orbital gap (alpha / beta) = 0.1862 / 0.1399 Eh
energy = -146162.6826 eV
E_LUMO (alpha / beta) = -4.0 / -8.3 eV
⟨S²⟩ = 8.806

```
! RIJCOSX wB97M-V def2-TZVPD def2/J DEFGRID3
* xyz 1 6
Ir 12.74331 10.45582 11.32674
O 13.04771 10.07346 13.40182
N 14.27775 10.28560 13.80534
N 15.17570 10.44184 12.85157
O 14.83032 10.25532 11.55687
C 16.49550 10.63597 13.10168
C 16.98902 11.01218 14.36310
C 18.33885 10.71309 14.58534
C 19.22143 10.22366 13.58458
C 18.68144 10.01450 12.31533
C 17.33194 10.22233 12.10086
H 16.38193 11.54960 15.07935
H 18.69512 10.90346 15.58466
H 20.28610 10.13076 13.78676
H 19.26241 9.63203 11.48143
H 16.93704 10.03731 11.11790
Br 12.89701 8.24613 8.01119
C 13.02375 10.26524 8.24365
C 13.16071 10.90767 6.99584
C 13.37337 12.29012 6.84320
C 13.27720 13.05667 8.02649
C 13.10792 12.38726 9.22256
N 12.91653 11.00256 9.37510
C 13.35256 13.12314 10.46026
O 13.33887 14.35895 10.55576
O 13.39047 12.30168 11.56306
H 13.14867 10.23703 6.12858
H 13.59006 12.73418 5.84766
H 13.23434 14.15349 8.04938
C 8.07678 8.77738 9.16054
C 9.51813 8.94737 9.68828
O 9.36632 9.80206 10.92288
P 10.50522 10.81784 11.46837
O 9.96124 11.32275 12.89334
C 9.77095 10.37115 14.02926
C 8.62909 9.38529 13.82196
O 10.40839 12.23160 10.60328
C 9.31146 13.18692 10.59943
C 9.78389 14.23746 9.61653
H 8.02788 8.08778 8.35848
H 7.74525 9.72067 8.71758
H 7.45227 8.53885 9.99240
H 10.15714 9.49635 8.98056
H 10.01530 7.99982 10.01603
H 9.67875 11.00541 14.89503
H 10.72175 9.85301 14.12610
H 8.02370 9.60105 12.93482
H 7.99977 9.43387 14.71150
H 9.03062 8.36576 13.64224
H 9.16337 13.53904 11.60780
H 8.43889 12.62592 10.30514
H 10.61731 14.86012 10.02625
H 8.93547 14.91084 9.34561
H 10.20108 13.81839 8.67196
F 14.21302 6.48032 10.62944
C 13.07882 6.02987 11.25758
F 13.34535 4.83037 11.79530
F 12.15351 5.91921 10.32188
S 12.47674 7.19390 12.54544
O 13.46810 7.14079 13.59254
O 12.50634 8.35757 11.58700
O 11.11736 6.89911 12.89221
*
```

=====

2.
A single C19H23ClN2O2S molecule. Source: the OMol25 dataset; level of theory: wB97M-V/def2-TZVPD.

highest occupied orbital energy = -8.678 eV
orbital gap = 0.3375 Eh
structure (SMILES) = CC(C)(CN1CCc2ccccc2C1)NS(=O)(=O)c1ccc(Cl)cc1
energy = -50509.2604 eV
E_LUMO = 0.5 eV

```
! RIJCOSX wB97M-V def2-TZVPD def2/J DEFGRID3
* xyz 0 1
C -0.16914 2.51093 0.96480
H 0.59068 2.71231 0.21467
H 0.26736 2.62742 1.95382
H -0.97660 3.22821 0.84620
C -0.72136 1.09527 0.78487
N -1.30803 0.93336 -0.53922
S -2.71420 1.68996 -0.98764
O -2.65581 1.81281 -2.41515
O -3.00376 2.86368 -0.20980
C -3.93138 0.43655 -0.58379
C -5.02410 0.75580 0.19738
C -5.96424 -0.21674 0.49317
C -5.78822 -1.49906 -0.00709
C -4.69258 -1.81938 -0.79853
C -3.76073 -0.83844 -1.08769
H -2.90049 -1.04693 -1.70255
H -4.57889 -2.82165 -1.18055
Cl -6.95127 -2.71793 0.35834
H -6.82453 0.01280 1.10172
H -5.12379 1.76483 0.56478
H -0.60626 1.00760 -1.26153
C -1.79422 0.80715 1.83187
H -2.24664 -0.16618 1.65540
H -2.56621 1.56892 1.78196
H -1.35457 0.81598 2.82617
C 0.40805 0.03869 0.88792
N 1.35169 0.15629 -0.20400
C 1.44737 -1.04085 -1.02424
C 2.70215 -1.02301 -1.89692
C 3.88062 -1.02764 -0.97380
C 4.95909 -1.88803 -1.08456
C 5.97344 -1.85015 -0.14198
C 5.90153 -0.96599 0.92075
C 4.81871 -0.11061 1.04154
C 3.80976 -0.13510 0.09341
C 2.62735 0.79253 0.12061
H 2.80794 1.58113 -0.62771
H 2.55107 1.28142 1.09324
H 4.76217 0.57946 1.87168
H 6.68954 -0.94357 1.65897
H 6.81829 -2.51670 -0.23339
H 5.00815 -2.58471 -1.90931
H 2.71148 -1.89122 -2.55635
H 2.70287 -0.11963 -2.51231
H 0.54845 -1.09702 -1.64854
H 1.48231 -1.95332 -0.40178
H -0.06194 -0.94913 0.86273
H 0.89884 0.14985 1.86244
*
```

=====

3.
A single C19H23ClN2O4S2 molecule. Source: the OMol25 dataset; level of theory: wB97M-V/def2-TZVPD.

highest occupied orbital energy = -8.387 eV
orbital gap = 0.3277 Eh
structure (SMILES) = COc1ccc(N(CC(=O)NCCSCc2cccc(Cl)c2)S(C)(=O)=O)cc1
energy = -65439.7845 eV
E_LUMO = 0.5 eV

```
! RIJCOSX wB97M-V def2-TZVPD def2/J DEFGRID3
* xyz 0 1
C 0.22321 4.09136 -1.07895
H 1.17480 3.64238 -0.77781
O -0.65175 3.12742 -1.61657
C -1.03364 2.08837 -0.82900
C -0.65169 1.89955 0.49449
C -1.10458 0.80159 1.20343
C -1.94407 -0.13944 0.61640
C -2.32157 0.04922 -0.71239
C -1.87748 1.14751 -1.41880
H -2.16536 1.29016 -2.44811
H -2.93644 -0.68089 -1.21143
N -2.39616 -1.24476 1.37382
S -3.66524 -2.18411 0.81216
O -3.39167 -2.69056 -0.50977
O -3.93827 -3.15777 1.82222
C -5.03132 -1.00781 0.76093
H -5.30921 -0.81437 1.78820
H -5.84738 -1.47473 0.22338
H -4.70828 -0.10334 0.26334
C -1.40815 -1.96498 2.15555
H -1.09896 -1.38438 3.02852
C -0.17059 -2.29899 1.32244
O 0.95643 -2.17280 1.75876
N -0.44069 -2.72497 0.07389
H -1.39748 -2.78421 -0.25216
C 0.61087 -2.81133 -0.91270
C 0.82205 -1.45241 -1.58263
H 0.86088 -0.65885 -0.83424
H 0.02090 -1.23395 -2.28727
S 2.36643 -1.38615 -2.53171
C 3.57238 -1.17668 -1.16134
C 3.42023 0.14957 -0.49621
C 2.82286 0.24066 0.75587
C 2.69877 1.48087 1.35980
C 3.14784 2.63428 0.73859
C 3.72253 2.53712 -0.51891
C 3.85609 1.30688 -1.13382
H 4.30060 1.23370 -2.11496
H 4.07238 3.43006 -1.01523
H 3.05350 3.58909 1.23271
Cl 1.97748 1.58694 2.92796
H 2.46308 -0.64318 1.26271
H 4.54288 -1.27031 -1.64675
H 3.43154 -1.99667 -0.45966
H 1.52104 -3.11405 -0.38783
H 0.35554 -3.56947 -1.65379
H -1.88803 -2.88176 2.50396
H -0.78854 0.68280 2.22644
H 0.00031 2.59842 0.99163
H -0.22564 4.60798 -0.22450
H 0.39757 4.80700 -1.88066
*
```

=====

4.
A molecular structure, C19H23ClN3O11S2Sr. Source: the OMol25 dataset; level of theory: wB97M-V/def2-TZVPD.

highest occupied orbital energy = -5.865 eV
orbital gap = 0.2984 Eh
energy = -82095.8893 eV
E_LUMO = 2.3 eV

```
! RIJCOSX wB97M-V def2-TZVPD def2/J DEFGRID3
* xyz -1 1
Sr -0.03471 0.08908 0.16503
O -0.71344 0.31442 2.56655
C -1.24242 -0.55425 3.24161
C -2.06044 -1.66793 2.78911
C -2.53654 -2.51607 3.79082
C -3.31750 -3.60570 3.46746
C -3.62683 -3.90687 2.12999
C -3.19481 -3.08792 1.13282
C -2.42349 -1.90328 1.40185
O -2.13556 -1.09910 0.47958
N -3.82543 -4.45479 4.52108
O -3.55040 -4.17453 5.67850
O -4.51089 -5.41701 4.20496
H -1.12810 -0.48863 4.34079
H -2.29864 -2.32010 4.82755
H -4.20721 -4.79227 1.91539
H -3.41325 -3.30224 0.09534
O -0.25317 -0.85860 -4.13186
Cl 0.28333 -0.72223 -2.82747
O -0.13299 -1.77928 -1.90761
O 1.70291 -0.63690 -2.84963
O -0.25885 0.55527 -2.24343
C -1.14403 5.22297 -2.31436
C -0.76690 3.75130 -2.27693
N -1.90000 2.88717 -2.58230
C -2.57595 2.18491 -1.64576
S -2.44892 2.51872 -0.00219
N -3.39128 1.22774 -2.13274
C -4.21378 0.35263 -1.30520
C -5.57030 0.96537 -0.99588
H -0.27251 5.84324 -2.10135
H -1.90652 5.43216 -1.56470
H -1.53780 5.50831 -3.29122
H -0.39417 3.48922 -1.28755
H 0.01992 3.52186 -2.99713
H -1.86460 2.45987 -3.49586
H -3.18362 0.89471 -3.06119
H -3.66956 0.13318 -0.39053
H -4.32365 -0.58264 -1.85538
H -5.44512 1.89251 -0.43826
H -6.16109 0.27923 -0.38812
H -6.12706 1.18522 -1.90885
C 8.32115 -0.49626 -0.79552
C 6.90939 -0.32811 -0.30772
C 6.21374 -1.39555 0.24865
C 4.91164 -1.24201 0.69594
C 4.29022 -0.00828 0.58251
C 4.96640 1.06890 0.03968
C 6.26731 0.90150 -0.40506
S 2.66104 0.20256 1.26342
O 2.06326 1.30250 0.45881
O 2.80736 0.51278 2.66224
O 1.94445 -1.07200 0.99882
H 8.54136 -1.54087 -1.01358
H 9.03761 -0.15652 -0.04380
H 8.49804 0.08325 -1.70180
H 6.69533 -2.36294 0.32901
H 4.36694 -2.07457 1.11975
H 4.46705 2.02439 -0.04240
H 6.79308 1.74251 -0.84186
*
```

=====

5.
A single C19H23ClN4O2 molecule. Source: the OMol25 dataset; level of theory: wB97M-V/def2-TZVPD.

highest occupied orbital energy = -8.374 eV
orbital gap = 0.3193 Eh
structure (SMILES) = CCCc1n[nH]c(C(=O)Nc2ccc(C[C@]34CN[C@H](CO3)C4)cc2)c1Cl
energy = -42653.8052 eV
E_LUMO = 0.3 eV

```
! RIJCOSX wB97M-V def2-TZVPD def2/J DEFGRID3
* xyz 0 1
O 0.75996 -2.74886 1.24106
Cl -3.22814 -2.43269 -1.19331
N -2.16080 -5.68592 0.70201
O 3.38928 3.78110 1.37328
C -0.33895 -2.46835 0.69346
C -3.01943 -5.00060 0.01388
C -2.45320 -3.67070 -0.21116
C -1.27830 -3.58729 0.50424
C 1.50170 0.01188 0.49320
C -0.39462 0.90553 -0.72429
C 2.24714 1.15473 0.18567
C 0.36027 2.01224 -1.05023
C 0.16364 -0.10291 0.06499
C 1.66937 2.17707 -0.57469
N -1.12372 -4.85688 1.04099
N -0.66894 -1.19994 0.30142
N 2.71595 6.46996 1.26809
C -3.36485 -5.84750 -2.94782
C -4.31756 -5.56430 -0.57664
C -3.98507 -6.56987 -1.70264
C 3.04549 4.43447 2.59946
C 2.44898 3.40527 -0.88831
C 3.09787 5.73048 0.07400
C 1.28516 4.73056 1.04888
C 2.01460 5.49243 2.10949
C 2.55574 4.32282 0.32981
H 2.01520 -0.71684 1.14597
H -1.39934 0.77772 -1.08147
H 3.26168 1.28376 0.55491
H -0.10202 2.76192 -1.64691
H -0.44843 -5.10384 1.77749
H -1.57876 -1.14530 -0.12296
H 3.49007 6.92546 1.71920
H -2.39351 -5.37288 -2.73192
H -3.22072 -6.59700 -3.72400
H -4.04760 -5.07999 -3.31181
H -4.97772 -4.75392 -0.88817
H -4.86456 -6.08343 0.22439
H -3.30753 -7.33100 -1.34254
H -4.88889 -7.14605 -2.04221
H 2.64215 3.69259 3.30536
H 3.94011 4.89383 2.99722
H 2.01864 3.96873 -1.71949
H 3.48648 3.16364 -1.20325
H 4.15677 5.67080 -0.04432
H 2.61962 6.11259 -0.82997
H 0.73437 3.88693 1.46733
H 0.58581 5.35189 0.47765
H 1.35662 5.94765 2.84463
*
```

=====

6.
A molecular structure, C19H23F5NPPb. Source: the OMol25 dataset; level of theory: wB97M-V/def2-TZVPD.

highest occupied orbital energy = -7.159 eV
orbital gap = 0.2766 Eh
energy = -49685.4856 eV
E_LUMO = 0.4 eV

```
! RIJCOSX wB97M-V def2-TZVPD def2/J DEFGRID3
* xyz 0 1
C 4.18874 -0.53844 -2.65016
C 4.10856 -1.35850 -1.53127
C 3.07735 -1.17639 -0.58919
C 2.12348 -0.18942 -0.80876
C 2.16552 0.60241 -1.95407
C 3.21791 0.43234 -2.87091
C 3.07458 -2.09405 0.61668
C 2.85079 -1.50491 2.03017
N 2.34998 -0.06212 2.05423
Pb 0.56795 -0.00350 0.91968
C 1.10020 1.62238 -2.29255
P 0.26855 2.39590 -0.83153
H 4.85108 -2.14402 -1.35382
H 3.24890 1.07666 -3.75320
H 5.01038 -0.66014 -3.36193
H 0.27782 1.14675 -2.85663
H 1.51134 2.43674 -2.90896
H 2.32662 -2.89168 0.46087
H 4.04618 -2.60568 0.65766
H 2.11661 -2.11995 2.57186
C -0.90541 3.49470 -1.70484
C 1.55896 3.60983 -0.35563
H 3.79470 -1.51155 2.60710
C 3.49978 0.84151 1.62014
C 2.02836 0.28419 3.50245
H -3.29335 0.29793 1.31585
H 3.83525 1.43088 2.49005
H 4.33109 0.22125 1.25173
H 3.19430 1.53841 0.83230
H 2.96691 0.54951 4.02060
H 1.34878 1.14763 3.53992
H 1.55223 -0.56868 4.00603
H 1.60930 4.40303 -1.11332
H 1.26722 4.04817 0.60895
H 2.54397 3.14080 -0.24924
H -0.36926 4.21483 -2.33875
H -1.58546 2.89206 -2.32087
H -1.49734 4.03749 -0.95636
H -2.79107 0.42048 2.07081
F -0.61361 -2.82032 2.26563
C -0.61521 -3.09264 0.92233
C -0.24673 -2.10818 0.02708
C -0.35416 -2.43463 -1.31275
F -0.18810 -1.48704 -2.27667
C -0.65383 -3.73221 -1.75224
F -0.62427 -4.02443 -3.06952
C -0.95600 -4.72618 -0.82573
F -1.22483 -5.98462 -1.23082
C -0.96866 -4.39006 0.52545
F -1.28354 -5.32398 1.44720
*
```

=====

Energy relative to the best compared isomer or geometry (same formula, charge and spin) / kJ/mol: 154.8, 0.0, 0.0, 42.9, 123.1, 93.8